Record 1
Formula: C25H49NOP3Ti
Source: OMol25
Level of theory: wB97M-V/def2-TZVPD

CARTESIAN COORDINATES (ANGSTROEM)
Ti (-0.19856, 0.10911, -1.15257)
P (0.19204, -2.48820, -1.34229)
P (0.11542, 2.47440, -1.06966)
N (-0.18677, 0.04243, -3.47556)
C (0.18178, -2.42789, -3.18515)
H (0.77128, -3.28094, -3.57220)
H (-0.87073, -2.57710, -3.48264)
C (0.64000, -1.14703, -3.87626)
H (1.72741, -0.94525, -3.74218)
H (0.47554, -1.30664, -4.98347)
C (0.58793, 1.29917, -3.72816)
H (0.37420, 1.55405, -4.78941)
H (1.67658, 1.08150, -3.64319)
C (0.17924, 2.51894, -2.90376)
H (-0.81843, 2.83223, -3.24369)
H (0.89482, 3.32712, -3.13485)
C (1.62535, 3.39877, -0.55678)
C (2.00064, 3.18105, 0.91301)
H (2.88896, 3.79415, 1.13391)
H (2.25957, 2.13976, 1.14455)
H (1.20007, 3.49847, 1.59448)
C (-1.40216, 3.42878, -0.60008)
C (-1.44285, 3.70907, 0.90678)
H (-2.45879, 4.05513, 1.15039)
H (-0.72912, 4.49044, 1.20802)
H (-1.25843, 2.80938, 1.51611)
C (-1.28466, -3.59258, -0.93407)
C (-1.26127, -4.13415, 0.50074)
H (-2.27453, -4.48276, 0.75142)
H (-0.98841, -3.37750, 1.24560)
H (-0.59031, -4.99809, 0.60590)
C (1.71448, -3.55071, -1.03351)
C (2.12379, -3.59072, 0.43899)
H (2.97339, -4.27866, 0.54737)
H (1.31739, -3.96063, 1.08634)
H (2.44719, -2.61128, 0.80522)
C (1.68596, 0.08534, -0.70239)
O (2.86459, 0.05083, -0.49539)
C (-1.67438, 4.67390, -1.43127)
H (-0.94203, 5.46555, -1.25925)
H (-1.71689, 4.45407, -2.49919)
H (-2.66008, 5.04411, -1.12969)
C (-1.59382, -4.73075, -1.91549)
H (-2.57901, -5.13792, -1.64556)
H (-1.64519, -4.40239, -2.95946)
H (-0.87527, -5.55549, -1.83411)
C (1.65698, -4.96648, -1.60978)
H (2.66790, -5.38775, -1.54307)
H (1.00104, -5.62221, -1.02511)
H (1.36207, -5.00849, -2.66268)
C (1.57599, 4.88663, -0.89142)
H (0.88615, 5.43325, -0.24184)
H (2.57424, 5.31078, -0.72735)
H (1.31586, 5.09022, -1.93263)
H (2.41612, 2.93772, -1.17046)
H (2.48184, -2.97489, -1.57952)
H (-2.21855, 2.71773, -0.81683)
H (-2.11221, -2.86237, -1.01220)
H (-0.87829, 0.04997, -4.19928)
H (-0.44500, 1.23784, 0.24616)
C (1.10844, -0.87453, 2.40910)
P (-0.22610, 0.28146, 1.90714)
C (-1.60593, -0.79131, 1.35479)
C (-0.82042, 0.69003, 3.59174)
C (-0.69835, 1.96515, 4.19842)
C (-1.04048, 2.12138, 5.55022)
C (-1.50547, 1.04406, 6.30593)
C (-1.63889, -0.21704, 5.70124)
C (-1.30953, -0.37044, 4.36202)
H (1.98177, -0.79399, 1.75582)
H (0.73003, -1.90481, 2.40374)
H (1.42021, -0.61688, 3.43089)
H (-1.77133, -1.58973, 2.08121)
H (-2.50865, -0.16941, 1.30688)
H (-1.43629, -1.23060, 0.34843)
H (-0.33408, 2.83054, 3.63922)
H (-0.92822, 3.10667, 6.02495)
H (-1.75253, 1.17182, 7.35912)
H (-1.98472, -1.07159, 6.27036)
H (-1.42951, -1.36379, 3.93724)

Energy relative to the best compared isomer or geometry (same formula, charge and spin) ... 14.3 kcal/mol
LUMO level (spin up / spin down) ... -6.88 / -6.53 eV
Net charge ... +2
Gap between HOMO and LUMO (spin up / spin down) ... 6.58 / 6.40 eV
Multiplicity ... 2
Expectation value of S² ... 1.23
Highest occupied orbital energy (spin up / spin down) ... -13.4612 / -12.9352 eV

---

Record 2
Formula: C22H63InN3NaO12S
Source: OMol25
Level of theory: wB97M-V/def2-TZVPD

CARTESIAN COORDINATES (ANGSTROEM)
In (-2.60430, -3.42950, -0.90099)
Na (-3.04344, 1.31277, -0.86706)
S (-0.45942, -0.52425, -0.62278)
O (-0.26526, -1.72279, -1.47369)
O (-1.59475, -0.83011, 0.22855)
O (0.65640, -0.17224, 0.21064)
O (-0.82020, 0.58063, -1.50775)
C (-2.98030, -1.56306, 4.25748)
C (-2.82819, -2.82763, 3.45263)
C (-3.69892, -3.99040, 3.93716)
O (-3.63604, -4.20119, 5.34551)
C (-4.41213, -5.31388, 5.76235)
N (-3.15290, -2.49523, 2.10760)
H (-2.61668, -1.77503, 5.26294)
H (-4.00914, -1.21896, 4.36315)
H (-2.31176, -0.86142, 3.75863)
H (-1.78917, -3.13948, 3.55880)
H (-3.29470, -4.85624, 3.41272)
H (-4.73526, -3.83221, 3.63871)
H (-3.93886, -6.26935, 5.98864)
H (-5.24954, -5.55336, 5.10700)
H (-4.80098, -4.95374, 6.71481)
H (-2.58762, -1.68963, 1.88049)
H (-4.10963, -2.17582, 2.16000)
C (-1.85140, 1.47905, -5.11907)
C (-1.14039, 0.14170, -5.30875)
C (0.33172, 0.31948, -5.74935)
O (0.52281, 0.89859, -7.05935)
C (0.02595, -0.01049, -8.06160)
N (-1.15586, -0.57032, -4.06079)
H (-2.80716, 1.30766, -4.62383)
H (-1.93533, 2.10803, -6.00532)
H (-1.32517, 2.03512, -4.34320)
H (-1.63568, -0.46615, -6.06592)
H (0.82701, -0.64665, -5.65262)
H (0.89218, 0.89680, -5.01403)
H (0.07810, -1.07035, -7.81246)
H (0.65547, 0.18990, -8.92857)
H (-0.97044, 0.34240, -8.32760)
H (-1.23437, 0.10151, -3.31073)
H (-0.22713, -0.92784, -3.88828)
C (0.16172, 2.86880, 2.77678)
C (-1.24189, 3.00023, 2.26750)
C (-1.52311, 4.47984, 1.69497)
O (-1.07491, 5.49725, 2.61331)
C (-1.13469, 6.80220, 2.04920)
N (-1.40122, 1.89579, 1.34601)
H (0.86770, 2.91940, 1.94784)
H (0.31993, 1.91230, 3.27493)
H (0.30049, 3.63125, 3.54327)
H (-1.83717, 2.93817, 3.17848)
H (-2.57451, 4.62689, 1.44787)
H (-0.97621, 4.61400, 0.76169)
H (-2.11012, 7.13904, 1.69825)
H (-0.48063, 6.94473, 1.18897)
H (-0.71588, 7.51912, 2.75541)
H (-1.23675, 1.05049, 1.87376)
H (-0.60216, 2.00769, 0.73849)
C (1.91548, -3.86520, 0.45232)
C (0.83237, -4.52106, 1.30250)
O (-0.35471, -3.71840, 1.27617)
H (1.69268, -3.94041, -0.61202)
H (2.91938, -4.28277, 0.52916)
H (2.01925, -2.81487, 0.72460)
H (1.17485, -4.58521, 2.33531)
H (0.63605, -5.55077, 1.00375)
H (-0.16363, -2.92506, 1.78182)
C (4.81675, 1.86550, 0.08956)
C (3.35435, 1.48485, 0.30826)
O (3.25768, 0.10390, 0.66373)
H (5.05230, 2.92349, 0.20479)
H (5.00221, 1.60141, -0.95158)
H (5.54973, 1.38596, 0.73831)
H (2.87192, 1.77621, -0.62472)
H (2.90117, 2.02304, 1.14078)
H (2.38819, -0.21453, 0.41038)
C (1.07019, 4.73288, -2.52835)
C (0.97769, 3.40577, -1.80465)
O (-0.37783, 3.01534, -1.73254)
H (2.08182, 4.86857, -2.91084)
H (0.83760, 5.59228, -1.89951)
H (0.48074, 4.77887, -3.44405)
H (1.29861, 3.48223, -0.76577)
H (1.59589, 2.64963, -2.28858)
H (-0.41596, 2.05889, -1.65947)
C (1.60016, -2.31677, 4.52648)
C (1.75303, -1.37380, 3.35228)
O (0.56560, -1.51744, 2.58130)
H (0.77215, -2.11806, 5.20693)
H (2.54827, -2.09432, 5.01606)
H (1.58462, -3.34432, 4.16313)
H (2.58194, -1.55465, 2.66796)
H (1.74249, -0.36715, 3.77016)
H (0.58059, -0.99978, 1.77296)
C (3.89721, -0.90795, -3.42939)
C (2.69719, -1.16616, -2.48996)
O (1.71847, -1.89202, -3.15915)
H (4.73577, -0.55435, -2.82948)
H (3.65991, -0.05260, -4.06198)
H (4.16685, -1.75897, -4.05481)
H (2.28641, -0.18836, -2.23844)
H (3.16474, -1.65156, -1.63329)
H (1.02174, -1.94576, -2.50093)

LUMO level (spin up / spin down) ... -12.58 / -12.29 eV
Net charge ... +3
Gap between HOMO and LUMO (spin up / spin down) ... 2.57 / 2.86 eV
Multiplicity ... 2
Expectation value of S² ... 1.77
Highest occupied orbital energy (spin up / spin down) ... -15.1536 / -15.1523 eV

---

Record 3
Formula: C42H57F5NP3SeSiTi
Source: OMol25
Level of theory: wB97M-V/def2-TZVPD

CARTESIAN COORDINATES (ANGSTROEM)
Ti (0.31798, 0.52226, -0.45624)
C (0.15949, -0.02091, -4.61786)
C (-1.06604, -0.61082, -3.91062)
C (-1.94922, -1.37837, -4.89426)
P (-0.53068, -1.35660, -2.27250)
C (0.80597, -2.60205, -2.64547)
C (0.55442, -3.65735, -3.71776)
C (1.20906, -3.25421, -1.31995)
C (-1.97056, -2.35673, -1.72708)
C (-2.59425, -3.30688, -2.54495)
C (-3.75687, -3.93941, -2.13758)
C (-4.32631, -3.61230, -0.91384)
C (-3.69446, -2.69844, -0.08495)
C (-2.49494, -2.07980, -0.45458)
Si (-1.40510, -1.05142, 0.73716)
C (-2.66003, -0.19813, 1.88124)
C (-3.41323, -0.86206, 2.85598)
C (-4.44803, -0.22741, 3.52443)
C (-4.76181, 1.08876, 3.20831)
C (-4.00431, 1.77663, 2.27368)
C (-2.93076, 1.15757, 1.62658)
P (-1.75768, 2.05323, 0.51596)
C (-1.82080, 3.75091, 1.28591)
C (-1.07895, 3.72504, 2.62434)
C (-1.32846, 4.88667, 0.38812)
C (-2.63717, 2.33420, -1.10400)
C (-3.57231, 1.19081, -1.48495)
C (-1.52270, 2.50774, -2.14530)
C (-0.59805, -2.45408, 1.75101)
C (-1.22714, -3.65542, 2.09327)
C (-0.56946, -4.63674, 2.82156)
C (0.74619, -4.43119, 3.21629)
C (1.39352, -3.25249, 2.87606)
C (0.73597, -2.26442, 2.14150)
P (1.51532, -0.66137, 1.67427)
C (3.32809, -1.10933, 1.80927)
C (4.12660, -0.45026, 0.68420)
C (4.03697, -0.91097, 3.15173)
C (0.98900, 0.44712, 3.10306)
C (2.03694, 1.47724, 3.53058)
C (0.42168, -0.28293, 4.31938)
H (-0.13244, 0.40358, -5.58009)
H (0.92134, -0.77810, -4.81526)
H (0.61036, 0.78110, -4.03319)
H (-1.67170, 0.23053, -3.56503)
H (-1.45648, -2.25384, -5.31779)
H (-2.19659, -0.71184, -5.72464)
H (-2.88409, -1.69341, -4.43739)
H (1.65138, -1.99297, -2.98094)
H (-0.19421, -4.37996, -3.39279)
H (1.47947, -4.21102, -3.89901)
H (0.23762, -3.22542, -4.66593)
H (0.39074, -3.85497, -0.91606)
H (1.46518, -2.50223, -0.57130)
H (2.07219, -3.90910, -1.46368)
H (-2.18935, -3.54828, -3.51589)
H (-4.22851, -4.66982, -2.78342)
H (-5.25468, -4.07834, -0.60580)
H (-4.14241, -2.46011, 0.87333)
H (-3.17861, -1.89358, 3.09756)
H (-5.01632, -0.75455, 4.28124)
H (-5.58546, 1.58822, 3.70331)
H (-4.26269, 2.80691, 2.06678)
H (-2.87828, 3.94335, 1.47602)
H (-0.00708, 3.59381, 2.46142)
H (-1.43604, 2.91737, 3.26737)
H (-1.22383, 4.66795, 3.15712)
H (-0.27013, 4.79377, 0.15360)
H (-1.47498, 5.83628, 0.90923)
H (-1.88728, 4.94036, -0.54754)
H (-3.21629, 3.25846, -1.02845)
H (-3.03357, 0.24180, -1.53793)
H (-4.01670, 1.38407, -2.46523)
H (-4.37879, 1.06647, -0.76183)
H (-0.86686, 3.35064, -1.93231)
H (-1.93290, 2.62291, -3.15272)
H (-0.90468, 1.59432, -2.16030)
H (-2.24401, -3.84029, 1.76511)
H (-1.07505, -5.56163, 3.07198)
H (1.27193, -5.18891, 3.78442)
H (2.41993, -3.11943, 3.19227)
H (3.30455, -2.18140, 1.59549)
H (4.04590, 0.63769, 0.72890)
H (3.76561, -0.79380, -0.28571)
H (5.18421, -0.71593, 0.76025)
H (4.34788, 0.12456, 3.27886)
H (4.93825, -1.52913, 3.18034)
H (3.41581, -1.17994, 4.00659)
H (0.16659, 0.99638, 2.63422)
H (2.65787, 1.08401, 4.33635)
H (1.53896, 2.37539, 3.90305)
H (2.67434, 1.79155, 2.70915)
H (1.17928, -0.91160, 4.79362)
H (-0.43101, -0.91250, 4.06619)
H (0.09185, 0.45788, 5.05322)
N (2.14854, 0.58744, -1.96466)
H (2.37401, -0.21107, -2.54552)
H (2.94583, 0.79323, -1.37382)
H (2.01496, 1.39002, -2.57015)
F (6.91681, 4.18914, -2.52092)
C (5.75863, 3.90099, -1.92572)
C (5.71551, 3.62581, -0.57269)
F (6.84367, 3.65839, 0.14069)
C (4.51011, 3.32187, 0.03445)
F (4.54879, 3.10249, 1.35493)
C (3.30439, 3.26140, -0.66084)
Se (1.62678, 2.93890, 0.18280)
C (3.39300, 3.57947, -2.01377)
F (2.28925, 3.59859, -2.78521)
C (4.58431, 3.87981, -2.64984)
F (4.60726, 4.15012, -3.95844)

LUMO level (spin up / spin down) ... 0.26 / 0.26 eV
Net charge ... 0
Gap between HOMO and LUMO (spin up / spin down) ... 6.73 / 7.05 eV
Multiplicity ... 3
Expectation value of S² ... 2.01
Highest occupied orbital energy (spin up / spin down) ... -6.4732 / -6.7934 eV

---

Record 4
Formula: C36H46CeClF9O2P4
Source: OMol25
Level of theory: wB97M-V/def2-TZVPD

CARTESIAN COORDINATES (ANGSTROEM)
P (1.25707, 0.99364, -2.79096)
C (2.98605, 1.44688, -3.04748)
C (3.76536, 0.83794, -4.04955)
H (3.36755, 0.01123, -4.63662)
C (5.05885, 1.30024, -4.30158)
H (5.66336, 0.83088, -5.08040)
C (5.58065, 2.35933, -3.55288)
H (6.59294, 2.71820, -3.74817)
C (4.82117, 2.95112, -2.53798)
H (5.22867, 3.76958, -1.94221)
C (3.52816, 2.49120, -2.27931)
H (2.94172, 2.95345, -1.48523)
C (0.93472, -0.61890, -3.53028)
C (1.64374, -1.73466, -3.05197)
H (2.38940, -1.60060, -2.26456)
C (1.41256, -2.99256, -3.60058)
H (1.94313, -3.85820, -3.20114)
C (0.52060, -3.12815, -4.66926)
H (0.36255, -4.10532, -5.11757)
C (-0.16774, -2.01611, -5.16650)
H (-0.85677, -2.12161, -6.00518)
C (0.02456, -0.76236, -4.58968)
H (-0.49500, 0.11809, -4.98000)
C (0.19527, 2.26566, -3.51602)
C (0.59833, 2.86776, -4.72204)
H (1.51129, 2.53978, -5.21663)
C (-0.16414, 3.89771, -5.27698)
H (0.14524, 4.35038, -6.21596)
C (-1.31138, 4.34926, -4.61638)
H (-1.89839, 5.16045, -5.04499)
C (-1.70363, 3.77592, -3.40459)
H (-2.59002, 4.13656, -2.87634)
C (-0.95643, 2.72886, -2.85349)
H (-1.24619, 2.28538, -1.90081)
Ce (0.26169, 0.17301, 2.22807)
C (-1.63625, -1.23592, 1.50681)
C (-1.87384, -1.50772, 0.21019)
H (-2.30309, -1.56505, 2.32663)
C (-1.01045, -0.84693, -0.87574)
O (-1.94938, -0.16404, -1.72658)
H (-1.50396, 0.20627, -2.50766)
C (0.01346, 0.11233, -0.38736)
H (-0.45772, -1.63923, -1.42707)
C (0.92066, 0.84107, -1.01405)
Cl (2.39204, 1.75620, 1.91168)
P (-1.59656, 2.32155, 2.14381)
P (1.79501, -2.15344, 1.76268)
C (-1.04564, 3.34556, 3.54092)
H (0.00444, 3.62180, 3.39271)
H (-1.11319, 2.83302, 4.50348)
H (-1.66360, 4.24760, 3.57333)
C (-1.62101, 3.51876, 0.77725)
H (-2.24656, 3.13967, -0.04120)
H (-0.59019, 3.59174, 0.39666)
H (-1.96470, 4.51247, 1.10133)
C (-3.30871, 1.83773, 2.52189)
H (-3.29790, 1.11828, 3.35524)
H (-3.73604, 1.31389, 1.65550)
H (-3.95435, 2.68116, 2.79805)
C (2.56713, -2.30808, 3.40418)
H (1.90043, -2.75719, 4.14619)
H (2.84505, -1.32655, 3.80517)
H (3.47004, -2.91513, 3.28908)
C (0.97135, -3.76460, 1.56327)
H (0.47193, -3.82288, 0.58695)
H (0.16819, -3.82493, 2.31665)
H (1.64446, -4.62641, 1.68755)
C (3.23168, -2.02001, 0.65620)
H (3.53585, -0.96013, 0.62782)
H (2.95954, -2.31102, -0.36501)
H (4.07373, -2.62836, 1.02184)
P (-3.23267, -2.51088, -0.49531)
C (-3.86144, -3.47877, 0.87454)
C (-2.50901, -3.54257, -1.78598)
H (-4.26495, -2.81121, 1.64940)
H (-3.05574, -4.09026, 1.30403)
H (-4.65386, -4.13278, 0.48753)
H (-2.17423, -2.93449, -2.63763)
H (-3.27347, -4.25271, -2.12386)
H (-1.65016, -4.09898, -1.38709)
C (-4.52211, -1.46929, -1.20447)
H (-4.83750, -0.71750, -0.46883)
H (-5.37413, -2.10546, -1.47434)
H (-4.13466, -0.95157, -2.09106)
H (1.62610, 1.40721, -0.39563)
F (0.08394, -2.49561, 5.77136)
C (0.53404, -1.36818, 6.38225)
F (0.22745, -1.46387, 7.70635)
F (1.89583, -1.39170, 6.26286)
C (-0.06881, -0.09087, 5.71924)
O (0.03964, -0.12622, 4.32991)
C (-1.57225, -0.04114, 6.07248)
F (-1.82213, -0.03612, 7.40279)
F (-2.17152, 1.06793, 5.55032)
F (-2.21655, -1.09904, 5.52481)
C (0.70429, 1.13335, 6.32994)
F (1.37716, 0.84569, 7.47586)
F (1.60893, 1.58982, 5.42163)
F (-0.13899, 2.16970, 6.60575)

LUMO level (spin up / spin down) ... -5.73 / -5.73 eV
Net charge ... +2
Gap between HOMO and LUMO (spin up / spin down) ... 7.51 / 7.51 eV
Highest occupied orbital energy (spin up / spin down) ... -13.2446 / -13.2426 eV

---

Record 5
Formula: C3H3N2PS
Source: OMol25
Level of theory: wB97M-V/def2-TZVPD

CARTESIAN COORDINATES (ANGSTROEM)
C (1.05670, 0.33676, -0.31383)
C (0.02441, 1.30582, -0.25227)
C (1.00348, -2.00719, 0.41180)
N (1.03162, -0.84398, 0.19547)
N (-1.13293, 1.20817, 0.26269)
P (-2.33077, 0.27149, 0.79848)
S (-3.12010, -0.48988, -0.81972)
H (1.97592, 0.61741, -0.80879)
H (0.27689, 2.27335, -0.68457)
H (1.21477, -2.67195, 1.21073)

Energy relative to the best compared isomer or geometry (same formula, charge and spin) ... 58.5 kcal/mol
LUMO level (spin up / spin down) ... -0.61 / -0.61 eV
Net charge ... 0
Gap between HOMO and LUMO (spin up / spin down) ... 7.75 / 7.75 eV
Highest occupied orbital energy (spin up / spin down) ... -8.3616 / -8.3618 eV

---

| no. | total energy (eV) |
| --- | --- |
| 1 | -81222.79383 |
| 2 | -73268.31012 |
| 3 | -183764.07447 |
| 4 | -129225.74780 |
| 5 | -26260.99944 |